Below is C17H28NO2P2SeTm as an isolated structure at a distorted geometry, with properties calculated with the ωB97M-V functional and the def2-TZVPD basis.

Geometry as XYZ:
```
52
Properties=species:S:1:pos:R:3:forces:R:3:lowdin_charge:R:1
Tm 0.316 0.921 -0.043 0.30 -0.46 1.12 0.95
P 2.384 -0.819 0.390 0.44 -0.27 -0.72 0.81
C 2.347 -0.758 -1.482 0.25 1.14 -0.48 -0.30
C 1.074 -1.305 -2.111 -0.03 0.20 0.11 -0.32
N -0.090 -0.826 -1.595 -0.14 -0.40 -0.32 -0.02
C -1.270 -1.204 -2.142 0.20 0.04 -0.05 -0.30
C -1.308 -2.075 -3.224 -0.09 0.10 -0.06 0.01
C -0.121 -2.553 -3.769 -0.15 -0.06 0.04 0.01
C 1.087 -2.166 -3.200 0.38 0.07 0.28 0.01
C -2.560 -0.646 -1.575 -0.01 -0.24 0.18 -0.27
P -2.374 0.962 -0.682 -0.83 -0.29 -1.01 0.81
H 2.054 -2.505 -3.577 -0.41 0.04 -0.01 0.14
H -2.281 -2.341 -3.633 0.31 -0.04 -0.01 0.14
H -0.138 -3.217 -4.632 0.00 0.15 0.22 0.14
H -3.290 -0.509 -2.387 0.15 -0.13 0.27 0.11
H -2.997 -1.359 -0.854 0.17 0.11 -0.28 0.11
H 2.403 0.389 -1.740 0.38 -2.48 0.34 0.09
H 3.247 -1.285 -1.847 -0.41 0.37 -0.12 0.11
H 0.564 3.309 -1.267 0.36 -0.29 -0.12 0.05
O 1.255 2.042 -1.503 -0.10 1.16 -1.23 -0.40
H 1.632 2.072 -2.407 -0.36 0.01 0.89 0.08
H -0.027 3.529 0.295 -0.58 0.74 -1.39 -0.03
O -0.130 3.918 -0.746 0.16 0.26 1.91 0.03
H 0.053 4.885 -0.752 0.01 -0.48 -0.04 0.17
C -2.498 2.107 -2.106 0.12 0.42 -0.02 -0.25
H -3.535 2.129 -2.465 0.28 -0.04 0.02 0.07
H -2.207 3.118 -1.795 -0.19 -0.24 -0.19 0.04
H -1.841 1.791 -2.926 -0.07 0.05 0.18 0.06
C -4.009 1.149 0.085 -0.13 0.14 0.62 -0.24
H -3.950 1.950 0.836 -0.17 -0.22 -0.19 0.06
H -4.775 1.415 -0.661 0.35 -0.16 0.21 0.07
H -4.303 0.218 0.592 0.11 0.32 -0.10 0.06
C 2.476 -2.582 0.769 -0.25 -0.32 0.30 -0.23
H 3.498 -2.952 0.608 -0.34 0.06 0.00 0.07
H 2.202 -2.709 1.825 0.11 -0.14 -0.25 0.05
H 1.770 -3.151 0.152 0.11 0.08 0.18 0.06
C 4.082 -0.254 0.730 -0.02 0.31 0.26 -0.23
H 4.113 0.095 1.771 0.20 -0.08 -0.29 0.05
H 4.786 -1.088 0.599 -0.19 0.33 -0.01 0.07
H 4.355 0.581 0.070 -0.06 -0.20 0.24 0.06
Se 0.515 2.628 2.068 0.56 0.39 0.16 0.69
C 0.100 1.034 3.098 -0.51 -0.84 0.00 -0.67
C -1.233 0.725 3.438 0.38 0.11 -0.26 -0.13
C -1.508 -0.373 4.253 0.30 -0.24 0.07 -0.06
C -0.465 -1.195 4.710 -0.04 0.32 -0.22 -0.05
C 0.857 -0.911 4.347 -0.23 0.02 0.06 -0.07
C 1.146 0.204 3.562 -0.23 0.37 -0.47 -0.16
H -2.032 1.365 3.057 0.17 -0.19 0.28 0.10
H -2.537 -0.591 4.541 0.28 0.06 -0.09 0.12
H -0.684 -2.049 5.350 0.05 0.24 -0.19 0.12
H 1.671 -1.556 4.689 -0.28 0.26 -0.05 0.12
H 2.176 0.446 3.287 -0.34 -0.06 0.22 0.09
```
Positions in Å, forces in eV/Å.

Summary:
2S+1: 3
Net charge: +2
Calculated total energy, eV: -137110.54473
Energy above the lowest of the compared OMol25 structures with the same formula, charge and spin, eV: 0.0000
<S²>: 2.002

=====

Below is an isolated molecule of C9H12N2O3 at a distorted geometry, with properties calculated with the ωB97M-V functional and the def2-TZVPD basis.

Geometry as XYZ:
```
26
Properties=species:S:1:pos:R:3:forces:R:3:lowdin_charge:R:1
C 1.900 2.326 -1.663 4.80 -0.22 -3.32 -0.15
C 0.142 3.718 -1.261 0.33 1.29 0.59 -0.17
C -0.677 -0.204 2.099 1.57 0.46 -1.78 -0.20
C 0.453 -0.553 1.134 -1.27 0.18 -1.42 -0.22
C 0.073 1.602 -0.101 0.54 -1.88 0.96 -0.31
C 0.861 2.488 -0.992 -6.18 1.71 3.44 -0.20
C -1.255 1.424 -0.827 -1.10 -0.67 0.78 -0.02
C -0.416 -4.154 0.629 -0.96 -0.33 0.64 -0.10
C -0.081 -1.735 0.339 -1.70 -0.95 2.24 -0.17
N 2.865 1.996 -2.329 3.03 -1.17 0.48 0.17
N -0.288 4.762 -1.524 -0.02 -0.39 -0.12 0.18
O 0.931 0.422 0.165 -1.43 0.47 0.85 -0.04
O -0.925 0.899 2.441 -0.69 1.81 1.11 0.10
O -0.039 -2.893 1.183 1.33 -0.18 0.10 -0.19
H -1.262 -1.040 2.367 -0.89 -1.45 0.72 0.12
H 1.214 -0.902 1.795 1.24 -0.12 0.12 0.15
H -0.157 2.066 0.857 0.37 0.29 -0.05 0.14
H -1.783 2.402 -0.669 0.14 -1.09 -0.31 0.10
H -1.900 0.565 -0.444 0.88 1.22 -0.45 0.11
H -1.020 1.302 -1.877 -0.49 -0.28 -0.37 0.09
H -1.306 -3.898 0.077 -0.95 -0.67 -0.13 0.07
H -0.617 -4.881 1.493 0.15 1.28 -1.23 0.11
H 0.195 -4.708 -0.112 0.68 0.90 0.52 0.09
H 0.400 -1.849 -0.549 1.99 -0.46 -2.40 0.10
H -1.123 -1.561 0.050 -0.33 0.11 0.08 0.12
H 3.814 2.405 -2.281 -1.04 0.12 -1.06 0.10
```
Positions in Å, forces in eV/Å.

Summary:
2S+1: 3
Net charge: 0
Calculated total energy, eV: -18641.97789
Energy above the lowest of the compared OMol25 structures with the same formula, charge and spin, eV: 0.8171
<S²>: 2.022

=====

Below is an isolated molecule of C8H7N5 at a distorted geometry, with properties calculated with the ωB97M-V functional and the def2-TZVPD basis.

Geometry as XYZ:
```
20
Properties=species:S:1:pos:R:3:forces:R:3:lowdin_charge:R:1
C -2.806 -1.759 0.058 -0.12 -0.26 -0.39 -0.10
C -1.729 -0.766 0.412 -0.67 0.44 1.35 -0.29
C 0.317 0.208 -0.388 1.23 1.04 0.44 -0.24
C 2.597 0.240 -0.078 -0.14 0.73 -0.47 -0.26
C 2.571 1.636 0.163 -0.05 -0.66 0.43 -0.06
C 0.295 1.621 -0.113 1.29 -1.29 -0.38 -0.20
C -0.909 2.371 -0.225 -0.39 0.22 0.33 -0.16
C 3.859 -0.478 -0.074 1.02 -0.39 -0.03 -0.14
H -2.327 -2.727 -0.139 -0.22 0.13 -0.23 0.08
H -3.369 -1.416 -0.825 0.10 -0.31 0.34 0.09
H -3.474 -1.930 0.909 0.04 0.25 -0.23 0.08
H -2.164 0.221 0.637 0.07 -0.42 0.15 0.11
H -1.236 -1.172 1.327 0.01 0.55 -0.41 0.13
H -0.277 -1.452 -0.838 -1.06 0.02 -0.32 0.13
H 3.504 2.157 0.409 -0.53 -0.07 -0.16 0.13
N -0.791 -0.571 -0.671 1.85 -0.93 -0.40 0.03
N 1.512 -0.455 -0.391 -1.06 0.91 0.35 0.19
N 1.422 2.303 0.161 -0.05 -0.54 -0.28 0.14
N -1.884 2.977 -0.254 -0.11 0.00 -0.13 0.19
N 4.888 -1.009 -0.079 -1.20 0.60 0.04 0.17
```
Positions in Å, forces in eV/Å.

Summary:
Net charge: 0
Calculated total energy, eV: -15858.69156
Energy above the lowest of the compared OMol25 structures with the same formula, charge and spin, eV: 0.0000

=====

Below is an isolated molecule of C4H11NSi at a distorted geometry, with properties calculated with the ωB97M-V functional and the def2-TZVPD basis.

Geometry as XYZ:
```
17
Properties=species:S:1:pos:R:3:forces:R:3:lowdin_charge:R:1
C 2.500 -0.782 -0.031 0.83 -0.26 0.04 -0.09
C 1.341 -0.679 -0.664 -1.52 -0.18 0.33 -0.26
C -0.776 1.323 -1.527 0.78 -0.26 -1.40 -0.22
C -0.528 0.850 1.659 -3.12 2.60 -3.12 -0.20
N -1.830 -1.564 0.190 2.11 1.02 0.46 -0.18
Si -0.393 0.123 -0.149 -0.65 -3.19 1.47 0.72
H 3.349 -1.337 -0.443 -0.41 -0.01 -0.24 0.05
H 2.784 -0.385 0.926 -0.46 0.55 0.40 0.04
H 1.293 -1.298 -1.571 -0.16 0.49 0.02 0.05
H -1.495 2.054 -1.275 -0.91 0.86 0.73 -0.01
H 0.201 1.901 -1.656 -1.15 -0.86 -0.17 0.06
H -1.187 0.946 -2.525 1.08 0.08 1.31 0.06
H -1.646 0.942 1.941 1.70 -0.37 -0.55 0.06
H -0.058 0.285 2.336 1.70 -2.60 2.55 -0.05
H -0.127 1.861 1.813 -0.01 -0.09 -0.46 0.02
H -1.806 -1.738 1.253 0.19 0.32 -2.20 -0.02
H -1.622 -2.502 -0.277 0.00 1.88 0.84 -0.03
```
Positions in Å, forces in eV/Å.

Summary:
Net charge: 0
Calculated total energy, eV: -13692.59040
Energy above the lowest of the compared OMol25 structures with the same formula, charge and spin, eV: 2.0857

=====

Below is an isolated molecule of C7H11NO at a distorted geometry, with properties calculated with the ωB97M-V functional and the def2-TZVPD basis.

Geometry as XYZ:
```
20
Properties=species:S:1:pos:R:3:forces:R:3:lowdin_charge:R:1
C -2.693 -0.798 1.121 3.10 -1.16 -1.30 0.01
C 2.883 0.892 -1.035 -0.95 -0.17 1.29 0.02
C -2.792 -0.348 -0.119 0.33 0.08 0.61 -0.15
C 2.209 1.105 0.117 1.22 0.12 -0.98 -0.21
C -0.287 0.161 -0.375 -3.16 1.22 -0.97 -0.12
C -1.567 -0.259 -1.000 -0.22 -0.69 -2.04 -0.17
C 1.717 0.003 1.002 -1.29 0.59 -0.08 -0.05
N 0.270 -0.580 0.452 6.31 1.93 1.39 -0.28
O 0.126 -1.738 0.748 -1.24 -3.35 0.86 -0.04
H -3.460 -0.860 1.776 -2.62 -0.05 1.74 0.01
H -1.770 -1.343 1.433 -0.73 0.97 -0.09 0.07
H 2.933 1.776 -1.604 0.83 0.81 -0.95 0.04
H 3.256 -0.031 -1.484 -0.39 0.08 0.44 0.07
H -3.782 -0.064 -0.452 0.14 0.40 -0.48 0.09
H 2.087 2.194 0.311 -0.54 -1.06 0.31 0.11
H 0.059 1.169 -0.467 0.09 0.10 -0.12 0.12
H -1.422 -1.239 -1.557 -0.05 0.83 0.73 0.14
H -1.676 0.468 -1.810 -0.58 -0.05 0.01 0.10
H 1.513 0.343 2.044 0.30 -0.63 -0.77 0.12
H 2.397 -0.851 0.899 -0.55 0.04 0.39 0.12
```
Positions in Å, forces in eV/Å.

Summary:
Net charge: 0
Calculated total energy, eV: -10970.05350
Energy above the lowest of the compared OMol25 structures with the same formula, charge and spin, eV: 5.2226

=====

Below is a 2-piece molecular cluster, C2HBrNO3 overall at a distorted geometry, with properties calculated with the ωB97M-V functional and the def2-TZVPD basis.

Geometry as XYZ:
```
8
Properties=species:S:1:pos:R:3:forces:R:3:lowdin_charge:R:1
C -2.407 0.441 -0.403 -0.36 1.26 0.62 -0.85
C 1.805 -0.623 0.119 0.35 0.63 -0.51 0.03
N 2.332 0.373 0.391 -0.84 -2.64 0.07 -0.24
O -3.550 0.161 -0.327 -0.17 -0.57 -0.31 0.02
O -1.553 1.245 -0.538 0.31 -0.06 -0.46 0.01
O 2.873 1.248 0.955 1.23 2.86 0.95 -0.01
Br -1.177 -1.471 0.396 0.06 -0.74 0.14 0.01
H 1.678 -1.373 -0.593 -0.58 -0.74 -0.48 0.03
```
Positions in Å, forces in eV/Å.

Summary:
Net charge: -1
Calculated total energy, eV: -79765.10409
Energy above the lowest of the compared OMol25 structures with the same formula, charge and spin, eV: 0.5700

=====

Question: Look up the net charge of the first one.
Answer: +2